{
  "formula": "C39H32As2CaClF3NO2S4Sb",
  "method": "ωB97M-V/def2-TZVPD",
  "homo_ev": -0.380,
  "e_tot_ev": -257222.0458,
  "lumo_energy_ev": 3.365,
  "homo_lumo_gap_ev": 3.75,
  "charge": -2,
  "relative_energy_kcal_mol": 95.75,
  "species": ["Sb", "As", "As", "Ca", "Cl", "S", "S", "S", "S", "F", "F", "F", "O", "O", "N", "C", "C", "C", "C", "C", "C", "C", "C", "C", "C", "C", "C", "C", "C", "C", "C", "C", "C", "C", "C", "C", "C", "C", "C", "C", "C", "C", "C", "C", "C", "C", "C", "C", "C", "C", "C", "C", "C", "C", "H", "H", "H", "H", "H", "H", "H", "H", "H", "H", "H", "H", "H", "H", "H", "H", "H", "H", "H", "H", "H", "H", "H", "H", "H", "H", "H", "H", "H", "H", "H", "H"],
  "positions_angstrom": [[-3.854, 2.986, -4.760], [0.709, -1.731, 0.745], [0.096, -1.126, -3.427], [-1.902, 1.966, -0.531], [4.940, 4.825, 1.237], [-1.265, 1.887, -3.054], [-4.021, 5.086, -3.757], [-6.106, 2.444, -5.129], [-3.302, 1.518, -2.676], [-3.350, 7.981, 2.948], [-4.984, 6.782, 3.697], [-3.002, 6.529, 4.493], [-1.179, 2.330, 2.255], [-0.512, 0.985, 0.625], [-2.818, 3.792, 0.382], [-4.232, 4.612, 2.123], [3.180, 0.432, 3.501], [1.965, -5.561, -3.402], [1.624, 2.874, 0.169], [1.611, 3.077, 2.563], [1.018, -1.280, 3.524], [3.423, 3.973, 1.295], [1.009, 2.628, 1.393], [1.476, -0.739, 4.713], [-3.399, 5.713, 2.305], [-3.456, -1.944, -1.219], [-2.272, 5.833, 1.496], [2.709, -0.109, 2.311], [0.044, -4.120, -3.259], [-2.144, -1.612, -1.531], [2.783, -4.441, -3.445], [-0.328, 1.932, 1.458], [1.625, -0.976, 2.304], [1.641, -3.476, 0.810], [0.591, -5.393, -3.324], [-3.919, -2.262, -3.550], [2.822, 3.745, 2.524], [-1.699, -1.625, -2.845], [0.958, -4.608, 0.382], [2.987, -3.600, 1.144], [-3.897, 3.688, 1.158], [1.599, -5.835, 0.287], [-2.604, -1.947, -3.853], [0.846, -2.981, -3.304], [-2.036, 4.860, 0.552], [1.022, -0.277, -1.869], [2.224, -3.173, -3.426], [2.560, 0.130, 4.702], [3.635, -4.822, 1.049], [-3.687, 6.738, 3.342], [2.834, 3.551, 0.115], [-4.344, -2.269, -2.230], [1.784, -1.070, -0.789], [2.941, -5.943, 0.616], [0.254, 0.376, -1.415], [-3.779, -1.930, -0.183], [-4.625, -2.473, -4.343], [3.859, -4.562, -3.499], [-4.524, 2.822, 0.981], [-1.031, -4.004, -3.178], [1.052, -6.705, -0.053], [3.536, -2.727, 1.480], [-1.469, -1.319, -0.739], [2.873, -2.306, -3.513], [4.030, 1.104, 3.490], [-0.062, -6.259, -3.303], [1.724, 0.411, -2.353], [4.684, -4.904, 1.310], [-2.268, -1.921, -4.884], [2.550, -0.410, -0.373], [-1.609, 6.679, 1.602], [3.295, 4.084, 3.436], [1.119, 2.883, 3.507], [-1.185, 4.934, -0.117], [-5.125, 4.497, 2.719], [-0.088, -4.515, 0.110], [-5.379, -2.489, -1.996], [3.449, -6.896, 0.520], [1.154, 2.550, -0.755], [0.980, -0.977, 5.647], [0.157, -1.943, 3.522], [2.395, -6.555, -3.424], [3.308, 3.758, -0.834], [2.900, 0.582, 5.625], [2.282, -1.939, -1.211], [3.194, 0.175, 1.384]]
}